Entry from OMol25: C3H6N2 in the gas phase (wB97M-V/def2-TZVPD).

Values from the calculation:
energy above the lowest of the compared OMol25 structures with the same formula, charge and spin: 2.506 eV
HOMO-LUMO gap: 9.9700 eV
max |F|: 2.6 eV/A
SMILES: [H]/N=N/C1CC1
energy: -227.33274 hartree
net charge: 0

Last column: Mulliken charge in e.
Atoms and positions in Å:
H: 2.66742 -1.09106 -0.09002  0.239
N: 1.70302 -0.77330 -0.27414  -0.494
N: 1.41850 0.14926 0.53311  -0.193
C: 0.11134 0.61590 0.47456  0.038
C: -0.70001 0.40312 -0.80436  -0.508
C: -1.07311 -0.37198 0.38979  -0.566
H: -0.02385 1.52640 1.04028  0.375
H: -0.03502 -0.15973 -1.52601  0.309
H: -1.32873 1.22847 -1.11165  0.256
H: -1.96743 -0.12334 0.94390  0.254
H: -0.77214 -1.40375 0.42454  0.291